A 2-piece molecular cluster, C31H33N2OS overall at a distorted geometry, computed with ωB97M-V/def2-TZVPD.

Properties
Energy above the lowest of the compared OMol25 structures with the same formula, charge and spin, kcal/mol: 17.6
Calculated total energy, eV: -48537.8347
Net charge: +1
HOMO level, eV: -9.23

The geometry in XYZ format:
```
68
Properties=species:S:1:pos:R:3:forces:R:3:mulliken_charge:R:1
C -0.885626 3.036297 1.160400 -0.15 -0.56 0.03 -0.69
O -0.530242 2.026394 2.091610 0.87 0.74 0.56 -0.65
C -0.597087 0.673127 1.835029 0.33 0.39 0.14 1.11
C -1.930352 0.131669 2.152029 -0.48 -0.56 0.15 -0.04
C -2.438406 -1.018742 1.529207 -0.14 0.33 0.08 0.80
C -3.725559 -1.480701 1.807693 0.09 -0.01 0.27 -1.29
C -4.510288 -0.839872 2.770574 0.12 -0.08 -0.20 -0.78
C -4.007769 0.290976 3.423586 0.07 0.01 -0.09 -0.74
C -2.747255 0.789960 3.107936 0.17 -0.20 -0.35 -0.51
C 0.681653 0.112253 2.030901 -0.66 0.48 1.27 -0.28
N 1.048571 -1.104367 2.548458 -0.77 0.21 -0.90 0.09
C 0.083526 -2.082666 3.027950 0.05 -0.35 0.10 -1.10
C 2.416010 -1.296540 2.612369 0.81 0.53 -0.03 0.04
C 2.981457 -2.630742 2.967687 0.42 -0.31 0.06 -1.81
C 3.116440 -0.157232 2.353338 -0.08 -1.01 0.32 1.31
C 4.586238 0.048574 2.423960 0.42 0.18 -0.03 -1.39
S 2.078839 1.174874 2.022881 -0.90 -0.25 -0.21 -0.12
H -0.695518 3.987070 1.667609 -0.08 -0.18 -0.17 0.39
H -0.249713 2.943679 0.272337 -0.18 0.12 0.10 0.16
H -1.944581 2.942961 0.901208 0.13 0.16 -0.09 0.30
H -1.800685 -1.541572 0.816922 -0.33 -0.01 0.10 0.50
H -4.102134 -2.361015 1.281875 0.07 0.20 0.30 0.53
H -5.503337 -1.227145 3.010426 0.33 0.17 -0.08 0.43
H -4.603960 0.788613 4.192049 0.18 -0.16 -0.27 0.42
H -2.360249 1.677879 3.609479 -0.13 -0.28 -0.16 0.47
H 0.610107 -2.831549 3.625749 -0.11 0.21 -0.15 0.47
H -0.674101 -1.608899 3.661799 0.21 -0.02 -0.25 0.36
H -0.403748 -2.591389 2.190127 -0.02 0.04 0.20 0.33
H 4.053234 -2.629311 2.734976 -0.31 -0.06 0.10 0.38
H 2.889762 -2.870360 4.038567 -0.06 0.14 -0.29 0.34
H 2.530716 -3.455901 2.396842 0.03 0.32 0.12 0.39
H 5.115448 -0.908026 2.470003 -0.06 0.25 -0.02 0.38
H 4.947391 0.601661 1.546624 0.00 -0.15 0.20 0.27
H 4.859587 0.632170 3.315331 -0.04 -0.16 -0.21 0.30
C -3.452702 -1.402584 -1.657155 0.24 -0.67 0.06 -1.77
C -3.337698 0.057624 -1.562150 -0.38 1.21 0.99 0.29
N -4.420119 0.855242 -1.730994 0.44 -0.69 -0.13 0.32
C -5.778928 0.382167 -1.948356 -0.17 -0.16 -0.08 -0.91
C -4.042268 2.197887 -1.729351 0.65 0.23 0.06 -0.15
C -2.637129 2.241894 -1.578884 -0.64 0.17 -0.25 1.16
C -2.007175 3.478538 -1.640359 -0.23 0.60 0.08 0.14
C -2.783446 4.639857 -1.744969 0.07 -0.29 -0.07 -1.07
C -4.183162 4.574841 -1.854714 -0.03 -0.51 0.10 -0.77
C -4.833968 3.330541 -1.860378 0.23 0.36 0.04 -1.15
C -2.182575 0.873338 -1.342678 -0.28 0.23 -0.17 0.48
C -0.894973 0.481028 -0.938637 -0.31 -1.13 -1.49 0.10
C 0.295309 0.988154 -1.577862 1.21 0.24 -0.26 0.40
C 0.307636 1.787301 -2.758177 0.02 0.26 0.36 -0.35
C 1.485076 2.392767 -3.198463 -0.12 -0.24 0.05 -0.64
C 2.690597 2.185123 -2.514483 -0.19 -0.18 0.42 -0.69
C 2.720074 1.288170 -1.436142 0.17 -0.02 -0.60 -0.54
C 1.564255 0.621489 -1.058886 -0.47 0.18 0.27 -0.93
H -2.442814 -1.819643 -1.692818 -0.23 -0.12 -0.02 0.37
H -3.969837 -1.824195 -0.784309 0.04 0.14 -0.30 0.15
H -3.992629 -1.715186 -2.564055 0.18 0.14 0.25 0.58
H -6.428985 1.250650 -2.080779 0.12 -0.32 0.00 0.34
H -5.835469 -0.251441 -2.843788 0.03 0.24 0.18 0.32
H -6.135962 -0.201917 -1.090259 0.15 0.20 -0.15 0.29
H -0.922013 3.528765 -1.613027 -0.31 0.24 0.06 0.43
H -2.288142 5.612941 -1.748628 -0.17 -0.32 -0.07 0.42
H -4.762314 5.495546 -1.934023 0.15 -0.31 0.00 0.41
H -5.914951 3.232501 -1.945986 0.26 0.28 -0.01 0.30
H -0.790307 -0.473200 -0.427622 0.02 0.17 -0.30 0.60
H -0.614584 1.941335 -3.323830 0.28 0.02 0.31 0.60
H 1.467977 3.046040 -4.075049 -0.04 -0.33 0.26 0.42
H 3.605333 2.691448 -2.832136 -0.35 -0.14 0.12 0.42
H 3.649933 1.101092 -0.896465 -0.22 -0.07 -0.31 0.36
H 1.599973 -0.190048 -0.329833 0.06 0.45 -0.03 0.74
```
Forces are in eV/Å.